Density functional theory data (ωB97M-V/def2-TZVPD) for a structure of composition C28H38N4P2Sn at a distorted geometry.

M = 611.30 Da
E_tot = -59999.3282 eV
Max |F| = 3.62 eV Å⁻¹
E_HOMO (spin up / spin down) = -12.297 / -12.295 eV
LUMO (spin up / spin down) = -9.45 / -9.40 eV
Kohn-Sham gap (spin up / spin down) = 2.8 / 2.9 eV
Total charge = +2
Energy above the lowest of the compared OMol25 structures with the same formula, charge and spin = 139.2 kJ/mol

Each line ends with the Mulliken charge.
Positions of all 73 atoms, in Å:
Sn  1.483  -2.362  -3.371  0.52
C  0.769  -1.069  3.166  -0.58
C  1.550  -1.556  2.206  -0.48
C  1.375  -2.851  1.446  -0.64
C  0.225  -2.998  0.394  1.46
C  -1.194  -3.173  0.857  -0.58
C  -1.626  -3.284  2.136  -0.65
C  -0.807  -3.100  3.393  -0.76
C  -0.537  -1.609  3.636  -0.61
C  -0.433  -1.318  -3.374  -1.24
H  0.976  -0.061  3.532  0.36
H  2.214  -0.866  1.631  0.24
H  1.392  -3.716  2.122  0.27
H  2.273  -2.985  0.825  0.39
H  0.224  -2.137  -0.297  -0.15
H  0.463  -3.842  -0.293  -0.28
H  -1.929  -3.383  0.067  0.36
H  -2.730  -3.331  2.305  0.31
H  0.090  -3.710  3.424  0.28
H  -1.440  -3.398  4.235  0.35
H  -1.391  -1.035  3.187  0.36
H  -0.556  -1.310  4.718  0.42
H  -0.353  -0.266  -3.086  0.33
H  -0.982  -1.841  -2.583  0.26
H  -0.896  -1.451  -4.369  0.40
P  0.866  -6.926  -2.765  0.30
P  3.992  -6.196  -1.776  -0.08
N  -0.452  -7.631  -1.844  0.42
N  0.489  -7.955  -4.222  0.23
N  3.942  -6.716  -0.078  0.34
N  5.754  -6.482  -1.983  0.25
C  2.053  -8.152  -2.039  -0.74
C  3.493  -7.862  -2.450  -1.23
C  -1.606  -6.920  -1.496  -0.43
C  -2.538  -7.813  -0.962  -0.67
C  -1.931  -9.118  -0.976  -0.77
C  -0.661  -8.979  -1.524  -0.09
C  0.218  -7.347  -5.450  -0.16
C  0.188  -8.321  -6.450  -0.59
C  0.449  -9.587  -5.808  -0.67
C  0.568  -9.329  -4.448  0.24
C  3.317  -5.951  0.924  -0.40
C  3.238  -6.698  2.104  -0.31
C  3.851  -7.973  1.835  -1.21
C  4.244  -7.961  0.498  -0.06
C  6.720  -7.283  -1.364  0.19
C  7.964  -7.051  -1.951  -0.56
C  7.745  -6.142  -3.044  -0.53
C  6.388  -5.848  -3.072  -0.18
H  1.836  -9.172  -2.375  0.12
H  1.915  -8.096  -0.945  0.68
H  4.143  -8.667  -2.074  0.45
H  3.620  -7.804  -3.548  0.58
H  -1.633  -5.845  -1.644  0.42
H  -3.544  -7.571  -0.640  0.43
H  -2.371  -10.066  -0.680  0.46
H  0.109  -9.728  -1.660  0.38
H  0.067  -6.275  -5.489  0.50
H  -0.003  -8.158  -7.502  0.44
H  0.558  -10.556  -6.296  0.45
H  0.684  -10.031  -3.636  0.33
H  2.988  -4.940  0.715  0.21
H  2.809  -6.384  3.050  0.50
H  4.002  -8.789  2.544  0.46
H  4.697  -8.746  -0.073  0.48
H  6.474  -7.945  -0.548  0.41
H  8.924  -7.443  -1.619  0.46
H  8.503  -5.731  -3.713  0.45
H  5.792  -5.238  -3.743  0.45
C  2.364  -0.580  -2.231  -1.33
H  3.188  -0.989  -1.621  0.32
H  1.576  -0.136  -1.585  0.30
H  2.785  0.177  -2.921  0.42